*one*
{
  "formula": "C3H4S2",
  "method": "wB97M-V/def2-TZVPD",
  "species": ["S", "S", "C", "C", "C", "H", "H", "H", "H"],
  "positions_angstrom": [[2.5580, -0.2870, -0.2338], [-2.7817, -0.2229, -0.0686], [-0.0478, 0.5448, -0.1799], [1.0582, -0.1536, 0.5687], [-1.1364, -0.5315, -0.2048], [-0.3753, 1.5840, 0.1748], [-0.3161, -1.7458, -0.3816], [0.0359, 0.8503, -1.3851], [1.0054, -0.0383, 1.7103]],
  "mulliken_charge": [-0.142, -0.181, -0.107, -0.416, -0.281, 0.325, 0.261, 0.261, 0.280],
  "homo_ev": -8.91,
  "e_lumo_ev": -1.47,
  "homo_lumo_gap_ha": 0.273
}

---

*two*
{
  "formula": "C3H4S2",
  "method": "wB97M-V/def2-TZVPD",
  "species": ["S", "S", "C", "C", "C", "H", "H", "H", "H"],
  "positions_angstrom": [[-0.0470, 2.0310, -0.2219], [2.6565, -0.7107, -0.2833], [-1.4164, 0.6963, 0.0839], [-0.0422, 0.3747, 0.0027], [0.8813, -0.9524, 0.0212], [0.8922, -1.6166, -0.9234], [-1.9883, 0.7621, -0.7946], [0.8221, -1.2989, 1.0807], [-1.7582, 0.7146, 1.0347]],
  "mulliken_charge": [-0.142, -0.145, -0.588, 0.156, -0.348, 0.235, 0.273, 0.277, 0.280],
  "homo_ev": [-7.13, -9.16],
  "e_lumo_ev": [-1.80, 0.24],
  "homo_lumo_gap_ha": [0.196, 0.345]
}

---

*three*
{
  "formula": "C3H4S2",
  "method": "wB97M-V/def2-TZVPD",
  "species": ["S", "S", "C", "C", "C", "H", "H", "H", "H"],
  "positions_angstrom": [[0.6262, -1.6474, 0.2502], [-1.8821, 0.1189, 0.2215], [0.8450, 0.1729, 0.7079], [-0.1978, 0.8416, -0.1461], [-0.6950, -0.8678, -0.7031], [1.8189, 0.4798, 0.4406], [-0.3306, 1.6483, -0.8129], [0.6788, 0.3504, 1.8361], [-0.8634, -1.0967, -1.7941]],
  "mulliken_charge": [-0.137, -0.118, -0.480, -0.503, -0.241, 0.325, 0.476, 0.274, 0.403],
  "smiles": "C1S[C@H]2S[C@@H]12",
  "homo_ev": -8.58,
  "e_lumo_ev": 0.38,
  "homo_lumo_gap_ha": 0.329
}

---

*four*
{
  "formula": "C3H4S2",
  "method": "wB97M-V/def2-TZVPD",
  "species": ["S", "S", "C", "C", "C", "H", "H", "H", "H"],
  "positions_angstrom": [[-1.4145, -0.4854, -0.4544], [1.5125, -0.4654, -0.4049], [-0.6294, 1.0647, -0.0417], [0.0386, -1.3628, 0.1727], [0.6669, 1.0731, -0.1536], [1.2205, 1.9506, -0.2168], [-0.1013, -1.3428, 1.2175], [0.0151, -2.3564, -0.2127], [-1.3084, 1.9244, 0.0940]],
  "mulliken_charge": [-0.102, -0.084, -0.371, -0.604, -0.242, 0.364, 0.350, 0.360, 0.329],
  "smiles": "C1=CSCS1",
  "homo_ev": -8.14,
  "e_lumo_ev": 0.77,
  "homo_lumo_gap_ha": 0.328
}

---

Which structure is the most stable? The one labeled *four*.

---

*one*
{
  "formula": "C3H4S2",
  "method": "wB97M-V/def2-TZVPD",
  "species": ["S", "S", "C", "C", "C", "H", "H", "H", "H"],
  "positions_angstrom": [[-1.2146, 0.8066, 0.4802], [1.4740, 0.7550, 0.4709], [-0.5545, -0.8710, -0.0300], [0.8807, -0.9311, 0.4024], [0.0818, 1.0577, -0.7312], [-2.0851, 0.6550, -0.5432], [1.2443, -1.6793, 1.2440], [-0.0078, 1.8893, -1.3132], [1.3453, -1.3344, -0.5596]],
  "mulliken_charge": [0.044, -0.191, -0.383, -0.204, -0.531, 0.206, 0.357, 0.458, 0.244],
  "homo_ev": -8.36,
  "e_lumo_ev": 0.07,
  "homo_lumo_gap_ha": 0.310
}

---

*two*
{
  "formula": "C3H4S2",
  "method": "wB97M-V/def2-TZVPD",
  "species": ["S", "S", "C", "C", "C", "H", "H", "H", "H"],
  "positions_angstrom": [[0.7252, 1.4501, -0.2672], [0.9065, -1.0453, 1.2436], [1.3876, -0.1939, -0.2873], [-0.9812, 0.7401, 0.0971], [-0.3448, -0.7614, 0.1260], [-0.7623, -1.5393, -0.5242], [-1.7563, 0.9266, -0.6377], [-1.4022, 0.9858, 1.1418], [2.2276, -0.5628, -0.8922]],
  "mulliken_charge": [-0.139, -0.125, -0.314, -0.458, -0.372, 0.376, 0.340, 0.252, 0.440],
  "smiles": "C1S[C@H]2S[C@@H]12",
  "homo_ev": -8.20,
  "e_lumo_ev": 0.43,
  "homo_lumo_gap_ha": 0.317
}

---

Which structure is the most stable? The one labeled *two*.

---

*one*
{
  "formula": "C3H8N2",
  "method": "wB97M-V/def2-TZVPD",
  "species": ["N", "N", "C", "C", "C", "H", "H", "H", "H", "H", "H", "H", "H"],
  "positions_angstrom": [[0.0541, -0.0081, -1.6508], [-0.3636, -1.7371, -0.2401], [-0.6921, 1.2602, 0.4365], [0.9496, 0.0583, 0.6573], [0.3257, -0.5854, -0.4744], [-0.2109, -2.2611, 0.6016], [-0.1874, 2.1659, 0.1245], [0.9489, -0.4758, 1.6014], [-1.6143, 1.0835, -0.0973], [1.7545, 0.7461, 0.4336], [0.7097, 0.7457, -1.8409], [-0.7576, -2.1940, -1.0451], [-0.9165, 1.2021, 1.4936]],
  "mulliken_charge": [-0.839, -0.427, -0.916, -0.919, 0.795, 0.165, 0.362, 0.321, 0.358, 0.301, 0.220, 0.262, 0.317],
  "homo_ev": [-7.86, -7.86],
  "e_lumo_ev": [0.83, 0.83],
  "homo_lumo_gap_ha": [0.319, 0.319]
}

---

*two*
{
  "formula": "C3H8N2",
  "method": "wB97M-V/def2-TZVPD",
  "species": ["N", "N", "C", "C", "C", "H", "H", "H", "H", "H", "H", "H", "H"],
  "positions_angstrom": [[0.3528, -0.2837, -1.4969], [0.6658, 1.0662, 1.7614], [-0.2601, -1.5351, -1.0298], [-0.4641, 0.5541, -1.9753], [-0.0213, 0.4524, 2.6337], [-0.1244, 1.3217, -2.6630], [0.1234, 0.7190, 3.6785], [-1.5411, 0.3880, -1.8631], [-0.7153, -0.3411, 2.3423], [-0.9184, -1.9580, -1.7860], [0.5460, -2.2327, -0.8365], [0.1930, 1.0316, 0.8580], [-0.8259, -1.4279, -0.1020]],
  "mulliken_charge": [-0.383, -0.495, -0.745, -0.300, -0.174, 0.270, 0.256, 0.276, 0.154, 0.381, 0.269, 0.253, 0.238],
  "smiles": "C=NC.C=N",
  "homo_ev": -9.77,
  "e_lumo_ev": 1.00,
  "homo_lumo_gap_ha": 0.396
}

---

*three*
{
  "formula": "C3H8N2",
  "method": "wB97M-V/def2-TZVPD",
  "species": ["N", "N", "C", "C", "C", "H", "H", "H", "H", "H", "H", "H", "H"],
  "positions_angstrom": [[-0.0595, 0.2316, 0.0829], [1.1726, 0.0761, -1.9313], [0.2824, 0.3449, 1.5086], [-1.1389, -0.5489, -0.4345], [0.9879, 0.5312, -0.7138], [-0.4288, -0.2460, 2.1180], [0.2108, 1.4208, 1.7725], [0.3982, -0.5433, -2.2667], [-1.7505, 0.0722, -1.1730], [1.6753, 1.2859, -0.1899], [-0.9396, -1.5297, -0.8563], [1.3303, -0.2689, 1.6189], [-1.7402, -0.8260, 0.4645]],
  "mulliken_charge": [0.058, -0.728, -0.987, -1.009, 0.158, 0.336, 0.301, 0.244, 0.292, 0.320, 0.387, 0.335, 0.292],
  "smiles": "[H]/N=C\\N(C)C",
  "homo_ev": -8.62,
  "e_lumo_ev": 0.81,
  "homo_lumo_gap_ha": 0.346
}

---

Which structure is the most stable? The one labeled *three*.

---

*one*
{
  "formula": "C2H10N2O2",
  "method": "wB97M-V/def2-TZVPD",
  "species": ["O", "O", "N", "N", "C", "C", "H", "H", "H", "H", "H", "H", "H", "H", "H", "H"],
  "positions_angstrom": [[1.9956, -0.4155, 1.5432], [-1.4785, -0.2815, 2.4412], [0.5436, -1.0276, -1.7471], [-0.6796, 0.5977, -0.5629], [-0.1703, -0.5524, -0.6655], [-0.4650, 1.6401, -1.5644], [1.2651, -0.3543, 2.1643], [0.6785, -0.4569, -2.5663], [0.2687, 1.3807, -2.3289], [-0.3180, -1.3314, 0.0710], [-0.1898, 2.5007, -0.9616], [-1.4122, 1.8381, -2.0593], [-1.5235, -0.9544, 1.7553], [-1.7414, 0.6015, 2.1374], [2.3783, 0.4645, 1.7109], [1.1198, -1.8323, -1.6348]],
  "mulliken_charge": [-0.647, -0.652, -0.401, -0.279, 0.209, -0.813, 0.339, 0.141, 0.290, 0.185, 0.247, 0.247, 0.311, 0.329, 0.301, 0.196],
  "smiles": "C/N=C\\N.O.O",
  "homo_ev": -9.01,
  "e_lumo_ev": 0.81,
  "homo_lumo_gap_ha": 0.361
}

---

*two*
{
  "formula": "C2H10N2O2",
  "method": "wB97M-V/def2-TZVPD",
  "species": ["O", "O", "N", "N", "C", "C", "H", "H", "H", "H", "H", "H", "H", "H", "H", "H"],
  "positions_angstrom": [[-2.7658, 4.0942, 3.7504], [3.7468, -1.2587, -1.0694], [0.4064, -2.2263, -1.5532], [-0.6819, 0.9324, -0.2174], [0.1386, 0.0385, -0.8569], [-0.4412, -1.1360, -1.1955], [-0.1725, 1.5468, 0.4013], [3.2849, -1.9688, -1.4983], [-1.3517, 0.4106, 0.3919], [1.0739, 0.5595, -1.3928], [-2.9862, 3.8395, 4.6233], [-2.6413, 3.3129, 3.1955], [3.3873, -1.2267, -0.1365], [-1.5873, -1.2727, -1.2838], [0.5922, -2.8396, -0.8516], [-0.0022, -2.8056, -2.3072]],
  "mulliken_charge": [-0.632, -0.650, -0.457, -0.597, 0.003, -0.426, 0.255, 0.313, 0.262, 0.297, 0.316, 0.316, 0.312, 0.236, 0.216, 0.235],
  "smiles": "N/C=C/N.O.O",
  "homo_ev": -7.86,
  "e_lumo_ev": 0.58,
  "homo_lumo_gap_ha": 0.311
}

---

Which structure is the most stable? The one labeled *one*.